ORCA calculation (ωB97M-V/def2-TZVPD) on C14H24BBr6Cr2N4O20S as an isolated structure in a non-equilibrium geometry.

ORCA input file:
```
! wB97M-V def2-TZVPD RIJCOSX def2/J DEFGRID3
* xyz 1 9
Br 2.0002 -25.3603 -6.2714
C 5.1518 -27.4728 -1.6847
C 0.7581 -25.2620 -4.7519
Br -5.7595 -21.7580 3.7919
H 5.4111 -22.2912 1.5054
H 2.3257 -20.5693 3.8779
H -1.3205 -18.4046 -0.7046
O 2.2725 -25.6300 4.0766
O 4.1435 -23.3859 3.3180
H 6.0553 -20.9468 2.4290
Br 2.6075 -20.5352 -0.7494
N 4.8088 -22.3553 3.4950
O 0.3485 -25.5187 5.7077
Cr -1.9667 -25.7771 3.2171
H 1.2447 -24.6851 -3.9638
N 3.9325 -28.2877 -1.9410
H 1.3266 -21.5127 2.7406
C -0.8126 -22.3113 1.2948
O -2.2191 -24.2518 1.8499
H 6.6988 -22.6957 2.5968
B 0.8784 -23.6269 0.5103
H 4.8985 -26.5924 -1.0994
O 3.3841 -28.8637 -1.0198
C 0.5212 -26.6494 -4.1149
H -0.1900 -24.7824 -4.9780
S 0.8752 -25.2186 4.3859
H 5.8671 -28.0777 -1.1295
C -4.6718 -21.6114 2.1072
H -6.2962 -21.6931 0.7553
H 0.1598 -19.3200 -0.8941
O 3.6605 -25.4880 1.1231
H 1.6528 -20.7244 -3.8509
H 1.4428 -27.1795 -3.8913
C -1.2392 -23.7623 1.2965
O 3.5676 -28.2475 -3.0918
H 4.3173 -21.2575 -2.4722
O 4.6791 -21.6566 4.4521
H 5.5926 -27.1286 -2.6140
O -0.8126 -21.0918 -2.5033
O 2.9223 -25.2910 -1.7229
N -1.3052 -20.0074 -2.1720
Br -0.5557 -27.6824 -5.4367
C -5.5934 -20.9481 1.1133
Br -4.6045 -20.6093 -0.5932
O -2.1432 -19.4734 -2.8550
O -0.2162 -19.2758 4.3374
H -6.0060 -19.9987 1.4345
C 2.7922 -24.7748 0.6352
O 0.3365 -22.2870 0.6713
C -0.9284 -19.3948 -0.9058
O -0.0287 -25.7781 3.3262
C 2.3461 -24.7204 -0.8370
H 1.5801 -19.8209 2.5264
C 1.4093 -20.5798 3.2911
H -1.1227 -20.1358 -0.1346
H -0.0210 -26.4802 -3.1856
H -3.7459 -21.0798 2.3092
C 5.8641 -22.0138 2.4576
N 0.2776 -20.3814 4.2120
H 3.5375 -19.6316 -2.9074
Br 3.5375 -22.0412 -4.9620
H -4.3968 -22.5676 1.6640
O -0.2978 -24.4533 0.7571
O 2.0018 -24.0437 1.3667
O 1.3944 -23.8428 -0.8730
O -1.4052 -21.4176 1.8287
C 2.4280 -21.3655 -3.4436
H 2.0114 -22.2579 -2.9870
Cr 4.0328 -25.7649 3.2332
O 0.7371 -23.7600 4.3397
O 0.0852 -21.3406 4.9210
C 3.4229 -20.6506 -2.5522
*
```

The lowest unoccupied orbital energy (spin up / spin down) is -6.13 / -5.44 eV. Its total energy is -550411.669 eV. The energy relative to the best compared isomer or geometry (same formula, charge and spin) is 0.0 kJ/mol. Its orbital gap (spin up / spin down) is 5.0200 / 5.7107 eV. The calculation puts the molar mass at 1194.6 g/mol.